Entry from the Open Molecules 2025 dataset: an isolated molecule of C2H5N2PS in a non-equilibrium geometry (the ωB97M-V functional and the def2-TZVPD basis).

Results
Maximum force: 0.1117 Eh/bohr
SMILES: NPNC=C=S
Multiplicity: 1
Energy above the lowest of the compared OMol25 structures with the same formula, charge and spin: 3.343 eV

Each line ends with the Mulliken charge.
Geometry (Å):
H  -1.31  1.91  -1.24  0.239
H  0.51  0.75  1.14  0.014
C  0.43  -1.12  -0.10  -0.343
N  -0.94  -0.84  0.32  -0.429
H  -1.21  -1.65  0.88  0.305
N  -0.81  1.43  -0.63  -0.380
C  1.56  -0.51  0.22  0.334
P  -0.86  0.83  0.98  0.058
H  0.40  -1.30  -1.29  0.248
H  -0.70  0.54  -1.14  0.278
S  2.92  -0.05  0.87  -0.324